{
  "formula": "C32H32KN8S",
  "method": "the ωB97M-V functional and the def2-TZVPD basis",
  "orbital_gap_ev": 5.2,
  "total_charge": -1,
  "e_above_lowest_kj_mol": 53.9,
  "e_tot_ev": -72785.132,
  "elements": ["K", "C", "C", "C", "C", "N", "C", "C", "C", "C", "C", "C", "N", "C", "C", "C", "C", "C", "N", "H", "H", "H", "H", "H", "H", "H", "H", "H", "H", "H", "C", "C", "N", "N", "C", "N", "S", "C", "C", "C", "C", "C", "N", "H", "H", "H", "H", "H", "H", "H", "H", "H", "C", "N", "C", "C", "C", "C", "C", "C", "C", "C", "H", "H", "H", "H", "H", "H", "H", "H", "H", "H", "H", "H"],
  "coordinates": [[0.0668, -0.3081, 0.4015], [3.3421, -3.1532, 2.4174], [4.5045, -3.2843, 1.6775], [4.6614, -2.5209, 0.5330], [3.6440, -1.6460, 0.1573], [2.5090, -1.5548, 0.8483], [2.3710, -2.2762, 1.9518], [3.7693, -0.7681, -1.0367], [5.0180, -0.4174, -1.5485], [5.0674, 0.3721, -2.6828], [3.8899, 0.8092, -3.2598], [2.6821, 0.4574, -2.6552], [2.6396, -0.3219, -1.5784], [1.3836, 0.9410, -3.2000], [1.2912, 2.1658, -3.8581], [0.0588, 2.5792, -4.3343], [-1.0449, 1.7685, -4.1347], [-0.8616, 0.5730, -3.4527], [0.3187, 0.1639, -2.9986], [3.1854, -3.7146, 3.3287], [5.2794, -3.9747, 1.9862], [5.5537, -2.6233, -0.0710], [1.4425, -2.1411, 2.4945], [5.9276, -0.7373, -1.0595], [6.0223, 0.6450, -3.1153], [3.9028, 1.3984, -4.1664], [2.1600, 2.8044, -3.9501], [-0.0457, 3.5380, -4.8269], [-2.0276, 2.0671, -4.4723], [-1.7056, -0.0649, -3.2225], [-1.1735, -2.1362, 4.8690], [-0.9656, -1.9681, 3.3866], [-0.8087, -0.8039, 2.8476], [-0.9850, 0.2662, 3.5988], [-0.2858, 1.3666, 3.4437], [-0.8790, 2.4939, 3.9862], [1.3101, 1.5139, 2.8497], [-0.9432, -3.1155, 2.4706], [-0.8962, -4.4430, 2.9249], [-0.8493, -5.4802, 2.0113], [-0.8597, -5.1981, 0.6534], [-0.9191, -3.8617, 0.2852], [-0.9612, -2.8560, 1.1484], [-0.7518, -1.2738, 5.3811], [-0.6982, -3.0400, 5.2497], [-2.2407, -2.1754, 5.1123], [-1.8888, 2.4755, 3.9788], [-0.4626, 3.3483, 3.6554], [-0.8909, -4.6648, 3.9821], [-0.8031, -6.5059, 2.3569], [-0.8348, -5.9832, -0.0903], [-0.9408, -3.5791, -0.7654], [-1.8993, 4.6754, -1.3550], [-1.3260, 3.9745, -0.2255], [-0.1134, 3.2660, -0.5913], [-2.2872, 3.1025, 0.4692], [-2.9933, 2.0247, -0.3391], [-4.1980, 2.3547, -0.9748], [-4.8977, 1.4067, -1.7115], [-4.3999, 0.1118, -1.7875], [-3.2022, -0.2047, -1.1442], [-2.4418, 0.7265, -0.4125], [-1.2035, 5.4542, -1.6861], [-2.8310, 5.1575, -1.0493], [-2.1236, 4.0205, -2.2122], [0.5658, 3.9548, -1.1045], [-0.3044, 2.4107, -1.2547], [0.3833, 2.9010, 0.3117], [-3.0323, 3.7606, 0.9373], [-1.7309, 2.6030, 1.2625], [-4.6083, 3.3609, -0.8805], [-5.8312, 1.6681, -2.2003], [-4.9519, -0.6443, -2.3469], [-2.8511, -1.2407, -1.2138]],
  "forces_ev_per_a": [[0.0459, 0.3218, -0.4856], [0.0688, 0.0240, -0.0828], [-0.0572, -0.0196, 0.0617], [0.0714, 0.0301, -0.1105], [-0.0553, -0.2198, 0.2572], [0.1913, -0.0054, -0.0223], [-0.0026, -0.0740, 0.1163], [0.0787, 0.1929, -0.2676], [-0.0383, -0.0270, 0.0412], [0.0678, 0.0151, -0.0357], [-0.0489, -0.0295, 0.0230], [0.2518, -0.0695, 0.0165], [-0.1938, -0.0229, 0.0746], [-0.3146, 0.1221, -0.0436], [0.1434, -0.0370, 0.0608], [-0.0852, -0.0076, 0.0179], [0.1232, 0.0762, -0.0423], [-0.0305, -0.0352, 0.1016], [0.0726, -0.0908, 0.0127], [-0.0352, 0.0067, -0.0192], [0.0204, 0.0094, -0.0138], [-0.0213, 0.0212, 0.0251], [0.0417, 0.0625, 0.0005], [-0.0112, -0.0076, -0.0240], [-0.0091, 0.0049, 0.0054], [-0.0114, 0.0182, 0.0239], [-0.0100, -0.0064, -0.0254], [0.0235, 0.0033, -0.0023], [-0.0401, -0.0491, 0.0573], [0.0015, 0.0229, -0.0551], [-0.0788, -0.0444, -0.1661], [-0.1201, 0.2565, 0.3184], [0.7148, -0.2529, -0.0808], [-0.8717, 0.3490, 0.7094], [0.2106, -0.2290, 0.0512], [-0.0089, -0.0138, -0.0465], [0.0541, -0.0908, -0.2459], [-0.0692, -0.2404, -0.2817], [-0.0049, 0.0648, 0.0241], [0.0095, 0.0199, -0.0716], [-0.0297, -0.0316, 0.0904], [-0.0127, 0.0731, 0.0429], [0.1198, -0.1386, 0.0295], [-0.0190, 0.0059, -0.0076], [-0.0223, -0.0242, 0.0194], [0.0382, -0.0341, 0.0363], [0.0218, -0.0490, -0.0063], [0.0127, 0.0266, 0.0262], [-0.0096, 0.0405, 0.0191], [-0.0127, -0.0039, 0.0209], [0.0114, 0.0310, -0.0126], [0.0170, -0.0274, 0.0542], [0.0662, -0.0391, 0.0836], [-0.0526, 0.0008, -0.0200], [0.0460, 0.0289, -0.0102], [-0.0973, -0.0174, 0.0427], [-0.2836, -0.0817, -0.3310], [0.1092, 0.0536, 0.1044], [-0.0663, 0.0356, -0.0230], [0.0448, -0.1649, -0.0655], [-0.2120, 0.2594, -0.0018], [0.2869, 0.0266, 0.0848], [-0.0179, -0.0466, -0.0241], [0.0088, 0.0026, -0.0227], [-0.0372, -0.0085, -0.0072], [0.0009, 0.0023, 0.0272], [-0.0131, -0.0299, -0.0552], [-0.0161, -0.0107, -0.0253], [0.0264, 0.0052, -0.0368], [0.0098, 0.0088, 0.0854], [0.0150, -0.0371, -0.0256], [0.0104, 0.0038, 0.0114], [0.0332, 0.0379, 0.0587], [-0.0489, 0.0535, -0.0381]],
  "mulliken_charge": [0.882, -0.863, -0.486, -0.890, 0.072, 0.339, -0.168, 0.914, -0.864, -0.600, -0.656, 0.197, -0.005, 0.767, -0.766, -0.423, -0.464, -0.302, -0.449, 0.430, 0.400, 0.320, 0.412, 0.340, 0.415, 0.439, 0.356, 0.393, 0.392, 0.566, -1.654, -0.061, 1.447, -1.426, 0.266, -0.506, -0.428, 0.601, -1.060, -0.438, -0.830, -0.092, 0.203, 0.427, 0.427, 0.248, 0.290, 0.266, 0.272, 0.394, 0.402, 0.398, -0.862, 0.057, -0.357, -1.209, 0.781, -0.448, -0.647, -0.574, -0.725, 0.245, 0.353, 0.320, 0.158, 0.356, -0.051, 0.116, 0.651, -0.308, 0.267, 0.361, 0.367, 0.306]
}